Density functional theory data (ωB97M-V/def2-TZVPD) for a molecular structure, C19H54CuO14S8 at a distorted geometry.

Structure (XYZ):
```
96
Properties=species:S:1:pos:R:3:forces:R:3
Cu 13.88379 26.26587 -17.30979 -0.28 -0.01 -0.04
O 17.43494 33.18252 -17.60616 -0.87 -0.23 -1.14
S 16.28386 32.93686 -18.45835 -1.62 -1.80 1.96
O 15.61840 31.58398 -18.38187 1.90 3.83 -0.62
O 15.11881 33.99435 -18.02478 0.09 -2.01 -1.34
C 15.49440 35.36065 -17.87407 0.39 -0.14 1.33
C 14.27872 36.25143 -17.75763 0.83 -0.20 0.13
C 16.60741 33.38574 -20.17252 -0.87 -1.33 -0.10
H 16.08743 35.69336 -18.72597 0.25 -0.12 0.13
H 16.04541 35.31254 -16.93483 0.56 0.84 -0.26
H 14.72899 37.21802 -17.98360 -0.78 0.31 -0.51
H 13.88806 36.37055 -16.74703 -0.15 -0.54 -0.10
H 13.55163 35.84562 -18.46102 -0.26 0.76 -0.01
H 15.87684 32.74674 -20.66855 -0.08 0.03 -0.19
H 17.57853 32.98842 -20.46776 0.11 0.51 0.23
H 16.36204 34.40374 -20.47510 0.50 0.02 0.52
O 18.30892 23.90789 -19.69624 0.95 -1.10 -0.01
S 19.64957 23.47236 -20.00290 2.46 0.81 0.36
O 20.67658 24.54509 -20.10829 -2.00 -2.72 -0.20
O 20.19398 22.41669 -18.77976 -2.49 2.30 -0.51
C 21.45456 21.84084 -18.92144 2.12 -0.94 -0.95
C 22.38652 21.83402 -17.66779 -0.95 -0.26 -0.80
C 19.69192 22.25601 -21.43863 -0.28 1.89 -0.16
H 21.97171 22.29034 -19.76914 0.27 0.37 0.14
H 21.25728 20.82883 -19.27506 0.24 -0.37 0.38
H 21.85470 21.28179 -16.89300 0.05 0.55 0.44
H 22.75752 22.82548 -17.40800 -0.53 0.05 0.29
H 23.29325 21.25169 -17.83163 -0.14 -0.14 -0.55
H 19.46119 22.75688 -22.37884 -0.17 0.86 0.26
H 18.85873 21.55622 -21.37397 0.68 -0.47 0.73
H 20.73207 21.98721 -21.62282 -0.25 -0.77 0.67
O 8.42434 22.77418 -12.37717 -0.38 0.43 -0.44
S 8.26248 22.72830 -13.80206 0.39 -0.82 -1.62
O 9.25898 23.37956 -14.67801 -2.40 -1.44 1.68
O 8.25219 21.11913 -14.21151 -0.39 1.86 0.16
C 7.28164 20.23542 -13.55917 0.38 -0.26 0.70
C 7.93833 19.46396 -12.37671 -0.17 1.19 -1.36
C 6.52168 23.16834 -14.33607 0.34 0.58 -0.24
H 6.98639 19.59018 -14.38658 -0.08 -0.09 0.24
H 6.38694 20.71157 -13.15806 0.17 0.61 -0.43
H 8.26095 18.53543 -12.84773 0.21 -0.23 1.04
H 7.26547 19.43271 -11.51976 -0.11 -0.72 -0.27
H 8.75404 20.10157 -12.03585 0.31 -0.37 -0.11
H 6.44340 23.05294 -15.41712 0.37 -0.42 0.06
H 6.25150 24.21297 -14.18163 0.77 0.18 0.40
H 5.70572 22.63235 -13.85127 0.61 -0.47 0.19
C 19.97519 26.58509 -12.13830 -1.22 1.01 -0.18
S 19.87906 26.35615 -13.96761 0.23 1.68 -0.49
O 18.53785 26.78458 -14.48212 1.18 -0.53 0.73
C 21.22181 27.47765 -14.67235 0.48 -0.27 0.53
H 20.94995 26.53020 -11.65364 0.07 -0.52 -0.57
H 19.16474 26.03475 -11.66038 0.38 -0.79 -0.23
H 19.59288 27.59870 -12.01779 0.30 0.41 -0.21
H 21.35739 28.34206 -14.02234 -0.40 -0.16 0.37
H 21.10947 27.86930 -15.68335 -0.88 -0.60 -0.08
H 22.14296 26.89535 -14.64987 -0.11 -0.23 0.11
C 8.74845 30.76892 -20.88931 -0.28 -1.15 -1.65
S 9.07517 28.89789 -20.96890 1.54 0.92 1.76
O 10.24761 28.63951 -20.03101 -0.98 0.02 -0.91
C 9.63336 28.76813 -22.66892 0.06 0.18 0.00
H 9.51781 31.38161 -20.41939 -0.17 -0.56 0.49
H 7.71185 30.86578 -20.56654 0.36 0.23 0.59
H 8.73033 31.06712 -21.93757 0.01 0.15 -0.10
H 8.74586 29.15562 -23.16921 0.22 -0.20 -0.63
H 9.85024 27.73124 -22.92565 -0.48 -0.08 0.20
H 10.54104 29.31412 -22.92602 -0.18 0.44 0.31
C 14.16279 31.03726 -11.75567 0.25 -0.99 0.43
S 12.68199 30.60804 -12.68375 -1.33 -1.29 -0.97
O 12.82577 29.28302 -13.43036 0.80 1.27 0.49
C 11.65238 30.02517 -11.29481 1.17 0.32 0.39
H 14.43767 30.16421 -11.16382 -0.03 -0.06 0.20
H 13.94063 31.86691 -11.08451 0.01 0.10 -0.21
H 15.01946 31.22970 -12.40156 -0.39 0.34 -0.25
H 12.33761 29.34164 -10.79348 -0.20 -0.20 0.15
H 10.80030 29.45463 -11.66434 0.08 0.45 -0.18
H 11.41571 30.83192 -10.60108 -0.31 -0.01 -0.15
C 8.75713 21.44516 -20.74884 0.21 1.84 0.36
S 10.54990 21.74255 -21.20721 0.08 -0.23 2.60
O 11.33504 22.41147 -20.03379 -1.67 -1.71 -2.12
C 10.89573 19.91217 -21.34025 0.99 1.03 -0.39
H 8.34562 20.55564 -20.27184 0.77 -0.43 -0.43
H 8.22266 21.74809 -21.64922 -0.18 -0.38 0.00
H 8.56623 22.23339 -20.02059 0.00 0.27 -0.03
H 10.00188 19.28914 -21.37122 0.15 0.28 -0.04
H 11.60060 19.59751 -20.57068 -0.22 0.16 0.16
H 11.44125 19.93983 -22.28351 -0.09 -0.75 -0.08
C 16.64784 19.81740 -13.33373 -0.36 0.00 -0.75
S 14.93536 20.36092 -13.84247 -0.37 -0.47 -0.06
O 14.95289 21.61976 -14.71219 0.54 -2.19 0.51
C 14.39678 18.75322 -14.76420 0.56 0.87 0.05
H 17.05029 20.75051 -12.93951 0.19 -0.39 0.37
H 17.34062 19.36768 -14.04500 -0.27 0.61 -0.87
H 16.57505 18.97358 -12.64761 -0.54 0.56 0.70
H 14.11629 17.91079 -14.13196 0.11 0.52 0.83
H 15.22359 18.36466 -15.35877 -0.20 0.43 -0.47
H 13.48697 19.01297 -15.30536 0.37 0.15 -0.33
```
Forces are in eV/Å.

The value obtained for the HOMO energy (spin up / spin down) is -11.6 / -11.6 eV. As for the spin multiplicity: 2. The calculation puts the total energy at -180536.1317 eV. As for the orbital gap (spin up / spin down): 0.1515 / 0.0707 hartree. The net charge is +2.

These are the Löwdin partial charges, in e, on atoms 1 to 5:
1. Cu 0.9907
2. O -0.3061
3. S 0.6746
4. O -0.3411
5. O -0.2740